C34H32Cl4F48O6 | wB97M-V/def2-TZVPD

XYZ file:
```
124
Properties=species:S:1:pos:R:3
F -3.41 5.91 -1.96
C -4.57 6.20 -1.34
F -4.70 7.54 -1.27
C -5.76 5.66 -2.12
F -5.99 6.33 -3.27
F -6.76 5.88 -1.27
C -5.64 4.19 -2.49
O -5.29 3.51 -1.23
C -5.08 2.19 -1.40
F -6.25 1.50 -1.62
F -4.34 2.04 -2.52
C -4.29 1.73 -0.16
F -4.85 2.08 1.02
F -4.24 0.38 -0.14
H -4.44 5.73 -0.38
H -4.91 4.03 -3.28
H -6.66 3.80 -2.72
H -3.22 2.06 -0.13
F 6.23 -6.82 1.73
C 5.14 -6.12 2.08
F 4.24 -6.98 2.59
C 5.58 -5.04 3.05
F 6.33 -4.20 2.36
F 6.24 -5.66 4.08
C 4.40 -4.39 3.81
O 3.43 -3.90 2.82
C 2.43 -3.13 3.37
F 1.62 -3.82 4.16
F 2.86 -2.12 4.16
C 1.59 -2.57 2.18
F 0.69 -1.64 2.72
F 2.40 -1.83 1.32
H 4.76 -5.71 1.18
H 4.81 -3.57 4.40
H 3.95 -5.12 4.54
H 0.93 -3.25 1.63
F -1.99 -0.95 -4.12
C -0.73 -0.52 -3.87
F -0.32 -1.26 -2.77
C 0.06 -0.89 -5.14
F -0.76 -0.61 -6.17
F 0.20 -2.23 -5.17
C 1.44 -0.22 -5.25
O 1.29 1.16 -5.18
C 2.34 2.04 -5.25
F 3.07 2.09 -4.12
F 3.23 1.80 -6.29
C 1.63 3.45 -5.49
F 1.01 3.89 -4.34
F 2.57 4.36 -5.74
H -0.77 0.54 -3.61
H 2.05 -0.54 -6.17
H 1.95 -0.58 -4.32
H 0.87 3.45 -6.27
F 3.84 -3.91 -0.29
C 3.70 -4.40 -1.54
F 3.58 -5.79 -1.35
C 2.46 -3.90 -2.30
F 2.69 -2.61 -2.58
F 1.40 -3.95 -1.49
C 2.16 -4.74 -3.58
O 3.36 -4.64 -4.39
C 3.30 -5.35 -5.52
F 3.44 -6.73 -5.36
F 2.11 -5.22 -6.13
C 4.54 -4.84 -6.27
F 4.59 -5.41 -7.46
F 4.33 -3.52 -6.41
H 4.66 -4.20 -2.12
H 1.33 -4.36 -4.19
H 2.00 -5.75 -3.21
H 5.49 -5.02 -5.80
F -3.40 1.02 3.89
C -3.12 -0.22 3.45
F -1.82 -0.18 3.18
C -3.44 -1.26 4.58
F -4.79 -1.70 4.47
F -3.22 -0.78 5.79
C -2.55 -2.54 4.30
O -2.69 -2.95 2.95
C -2.20 -4.10 2.52
F -1.01 -4.42 3.05
F -3.03 -5.12 2.80
C -2.22 -3.95 0.97
F -1.47 -2.95 0.55
F -1.78 -5.11 0.43
H -3.78 -0.48 2.60
H -2.90 -3.28 4.98
H -1.55 -2.23 4.52
H -3.24 -3.76 0.65
F -1.69 3.25 2.39
C -2.62 3.96 3.07
F -2.13 4.13 4.33
C -2.76 5.31 2.40
F -3.88 5.83 2.91
F -3.12 4.98 1.15
C -1.59 6.29 2.58
O -0.36 5.67 2.37
C 0.25 5.72 1.14
F -0.50 5.05 0.27
F 0.30 7.00 0.75
C 1.63 5.16 1.24
F 2.17 5.08 0.00
F 2.36 6.11 1.92
H -3.64 3.58 3.01
H -1.58 6.57 3.64
H -1.70 7.16 1.98
H 1.65 4.19 1.73
Cl 1.90 2.81 5.03
C 1.53 1.24 5.86
C 0.03 0.93 5.96
Cl -0.87 2.06 6.93
H 1.93 1.35 6.84
H 2.08 0.48 5.36
H -0.02 0.01 6.62
H -0.50 0.74 5.02
Cl 2.49 0.94 -0.03
C 1.43 1.66 -1.24
C 0.03 1.80 -0.48
Cl -1.12 2.47 -1.67
H 1.41 0.96 -2.05
H 1.90 2.62 -1.54
H 0.18 2.51 0.30
H -0.30 0.82 -0.13
```

## Properties
maximum force	0.062	hartree/bohr
SMILES	FC(F)C(F)(F)COC(F)(F)C(F)F.FC(F)C(F)(F)COC(F)(F)C(F)F.FC(F)C(F)(F)COC(F)(F)C(F)F.FC(F)C(F)(F)COC(F)(F)C(F)F.FC(F)C(F)(F)COC(F)(F)C(F)F.FC(F)C(F)(F)COC(F)(F)C(F)F.ClCCCl.ClCCCl
electronic energy	-8400.58564	a.u.
charge	0